No. 1
# C34H30NO6

3 unconnected molecules or ions with the total composition C34H30NO6 in a non-equilibrium geometry (ωB97M-V with the def2-TZVPD basis set, the Open Molecules 2025 dataset).

Calculated values
Total charge: -1
Spin multiplicity: 1
Gap between HOMO and LUMO: 1.7038 eV
Lowest unoccupied orbital energy: 0.2 eV
Strongest force on any atom: 2.83 eV Å⁻¹

Last column: Mulliken charge in e.
CARTESIAN COORDINATES (ANGSTROEM)
C -4.664 -4.424 -1.014  -0.3720
O -5.454 -5.120 0.028  -0.3129
C -5.157 -4.604 1.373  -0.2131
C -4.679 -5.733 2.462  -0.5325
C -3.760 -6.946 1.849  -0.5815
N -2.825 -6.541 0.731  -0.5443
C -1.446 -6.175 1.233  -0.3475
O -1.394 -5.690 2.621  -0.2845
C -1.563 -4.231 2.713  -0.2125
H -3.633 -4.966 -1.259  0.2133
H -5.246 -4.356 -2.054  0.2300
H -4.429 -3.289 -0.733  0.0724
H -6.184 -4.158 1.788  0.2444
H -4.385 -3.725 1.409  0.0502
H -5.631 -6.248 2.965  0.3862
H -4.128 -5.186 3.368  0.1019
H -4.524 -7.729 1.371  0.2547
H -3.237 -7.534 2.733  0.2577
H -1.077 -5.267 0.553  0.1371
H -0.669 -7.052 1.013  0.1640
H -0.549 -3.622 2.605  0.0350
H -2.066 -4.025 3.776  0.2488
H -2.245 -3.884 1.815  0.0239
C -3.308 1.749 -0.187  -0.4998
C -3.203 3.102 0.135  -0.4740
C -2.117 3.559 0.883  -0.5518
C -1.138 2.659 1.321  0.3514
C -1.256 1.303 1.020  0.1460
C -2.338 0.848 0.254  -0.8153
C -0.256 0.337 1.518  0.4265
O -0.357 -0.854 1.252  -0.6578
C 0.862 0.825 2.350  0.4007
C 1.785 -0.087 2.878  -0.6056
C 2.852 0.368 3.655  -0.5908
C 3.006 1.733 3.898  -0.6172
C 2.085 2.643 3.379  -0.5359
C 1.005 2.187 2.611  0.5066
C 0.016 3.155 2.096  0.5941
O 0.148 4.354 2.313  -0.7447
H -4.150 1.394 -0.778  0.4145
H -3.966 3.802 -0.198  0.3867
H -2.039 4.618 1.126  0.4515
H -2.429 -0.207 0.003  0.6528
H 1.673 -1.154 2.690  0.5048
H 3.565 -0.343 4.068  0.4155
H 3.842 2.088 4.497  0.4010
H 2.209 3.707 3.577  0.4473
C 2.573 5.722 -0.428  -0.8267
C 2.642 4.534 0.300  0.0168
C 2.978 3.341 -0.342  -0.4721
C 3.234 3.333 -1.718  -0.0076
C 3.141 4.516 -2.450  0.2144
C 2.821 5.716 -1.801  -0.6113
C 3.360 4.511 -3.911  0.7010
O 3.282 5.551 -4.554  -0.6890
C 3.666 3.234 -4.587  0.1318
C 3.819 3.205 -5.979  -0.5326
C 4.122 2.004 -6.624  -0.4534
C 4.282 0.834 -5.883  -0.4661
C 4.124 0.859 -4.496  -0.5060
C 3.806 2.060 -3.848  0.1570
C 3.607 2.070 -2.385  0.5331
O 3.742 1.041 -1.733  -0.6777
H 2.320 6.653 0.074  0.4134
H 2.437 4.537 1.368  0.3134
H 3.036 2.418 0.233  0.6097
H 2.760 6.646 -2.364  0.4460
H 3.699 4.115 -6.565  0.4424
H 4.235 1.983 -7.706  0.3842
H 4.525 -0.100 -6.384  0.3908
H 4.246 -0.059 -3.924  0.4635

Forces on the atoms, in the same order (eV/Å):
C 0.7044 0.4348 -1.0443
O 1.6928 2.1433 -0.2076
C -0.5324 0.1053 1.5085
C -0.3554 -0.4546 0.7506
C 0.2031 -0.6328 -1.1985
N 0.9456 0.5126 2.6146
C -1.4150 0.3318 -2.3906
O 0.5522 1.5365 -0.3578
C -0.3593 -0.1881 -0.2194
H -2.1861 0.9175 1.0494
H 0.7551 -0.4042 2.4006
H -0.5382 -2.3540 -0.3154
H 2.0168 -0.7826 -0.8387
H -1.3374 -1.7235 -0.5581
H 1.7124 1.1283 -1.0814
H -1.0514 -0.9693 -2.0673
H 1.3165 1.6079 0.9793
H -1.0140 1.1962 -1.2715
H -0.3946 -1.6889 1.0753
H -1.0864 1.4930 1.2961
H -1.8105 -1.3651 0.3511
H 1.0951 -0.2414 -2.4097
H 1.0929 -0.5765 1.9342
C 0.2968 -0.1250 0.1625
C 0.3524 0.0159 0.2041
C -0.2845 -0.0602 -0.1968
C -0.4836 0.1010 -0.2581
C -0.5571 0.1534 -0.3388
C -0.1992 0.1620 -0.0915
C -0.2209 -1.7227 -0.4364
O 0.1233 0.9796 0.2192
C 0.6060 -0.1101 0.4191
C 0.2527 0.0776 0.1747
C -0.3310 0.0037 -0.2414
C -0.2769 0.1684 -0.1860
C 0.2245 -0.2468 0.1256
C 0.5119 -0.0843 0.3076
C 0.0031 1.2255 0.2146
O -0.0293 -0.5287 -0.0654
H 0.1721 0.0311 0.1225
H 0.1532 -0.1128 0.0635
H 0.1440 -0.2950 0.0117
H 0.1656 0.2022 0.1760
H -0.1326 0.2961 -0.0762
H -0.1547 0.1155 -0.0999
H -0.1596 -0.0467 -0.1126
H -0.1966 -0.2294 -0.0834
C 0.0895 -0.1099 -0.3808
C 0.1792 -0.2456 -0.2009
C -0.0831 0.2830 0.1605
C -0.1938 0.3225 0.4855
C -0.1257 0.2997 0.4750
C -0.0762 -0.0007 0.3310
C -0.1130 1.2111 -0.6383
O 0.0541 -0.5502 0.3054
C 0.1069 -0.3619 -0.5700
C 0.0807 -0.3007 -0.1782
C -0.0756 0.2921 0.2936
C -0.0587 0.1238 0.3520
C 0.0314 -0.0059 -0.3147
C 0.1471 -0.3374 -0.5834
C 0.1338 -1.3157 0.9049
O -0.0644 0.6936 -0.4617
H 0.0327 -0.1782 -0.0987
H 0.0212 0.0116 -0.2708
H 0.0485 0.1153 -0.2528
H 0.0397 -0.3259 -0.0202
H 0.0097 -0.1332 0.3120
H -0.0248 0.0265 0.2039
H -0.0539 0.1657 0.1178
H -0.0913 0.3240 0.0145



No. 2
# C23H54IN4O8

6 unconnected molecules or ions with the total composition C23H54IN4O8 in a non-equilibrium geometry (ωB97M-V with the def2-TZVPD basis set, the Open Molecules 2025 dataset).

Calculated values
Total charge: +1
Spin multiplicity: 1
Gap between HOMO and LUMO: 8.4891 eV
Lowest unoccupied orbital energy: -2.6 eV
Strongest force on any atom: 2.13 eV Å⁻¹

Last column: Mulliken charge in e.
CARTESIAN COORDINATES (ANGSTROEM)
C -1.294 2.828 0.863  -1.5028
C -0.361 1.770 1.375  0.1627
O -0.294 0.679 0.471  -0.4315
C -0.343 -0.574 1.098  -0.8002
C 0.795 -0.822 2.086  -0.5727
C 0.934 -2.338 2.318  -0.9276
C 0.997 -2.743 3.798  -0.0664
C 2.016 -3.883 3.957  -1.3673
N 2.492 -4.062 5.320  0.5017
C 2.200 -4.890 6.333  0.5980
N 1.269 -5.847 6.360  -0.1396
C 0.317 -6.211 5.324  -0.0667
C -0.693 -7.236 5.828  -0.2095
O -1.678 -6.918 6.477  -0.4182
N 2.965 -4.663 7.399  -0.6262
C 3.734 -3.662 7.042  0.2670
I 5.116 -2.938 8.399  0.2660
N 3.484 -3.252 5.812  -0.1027
C 4.154 -2.159 5.131  -0.6884
C 5.185 -2.629 4.099  -0.5559
O 5.471 -4.000 4.290  -0.5307
H -0.943 3.254 -0.066  0.3985
H -2.279 2.418 0.667  0.2467
H -1.419 3.629 1.582  0.3760
H -0.702 1.458 2.361  0.1131
H 0.637 2.195 1.468  0.2527
H -0.255 -1.327 0.322  0.4998
H -1.303 -0.744 1.591  0.3974
H 1.707 -0.448 1.629  0.3094
H 0.653 -0.295 3.022  0.4205
H 1.810 -2.676 1.773  0.5027
H 0.100 -2.871 1.877  0.4384
H 1.279 -1.907 4.423  0.6231
H 0.038 -3.139 4.107  0.1896
H 1.639 -4.795 3.526  0.4109
H 2.883 -3.614 3.369  0.2665
H 1.232 -6.365 7.219  0.3076
H -0.189 -5.322 4.959  0.0900
H 0.843 -6.640 4.473  0.3034
H -0.507 -8.288 5.554  0.3569
H 4.592 -1.503 5.862  0.5516
H 3.417 -1.561 4.610  0.0494
H 4.768 -2.487 3.104  0.3977
H 6.078 -2.015 4.127  0.3931
H 5.714 -4.368 3.441  0.3260
C -2.029 7.561 0.464  -1.0586
C -1.136 6.874 -0.554  -0.1699
O -1.638 5.591 -0.911  -0.4096
H -2.120 6.948 1.362  0.2473
H -1.630 8.537 0.744  0.3510
H -3.034 7.700 0.061  0.3147
H -0.139 6.720 -0.144  0.2925
H -1.046 7.491 -1.455  0.2206
H -2.514 5.719 -1.294  0.2452
C -2.691 4.290 -4.842  -0.8365
C -3.581 5.505 -4.665  -0.3808
O -3.147 6.333 -3.581  -0.4779
H -2.672 3.698 -3.925  0.2367
H -3.038 3.666 -5.658  0.2583
H -1.663 4.592 -5.054  0.3423
H -4.602 5.203 -4.436  0.2948
H -3.598 6.102 -5.582  0.2719
H -2.250 6.618 -3.776  0.2678
C -0.501 0.854 -7.607  -0.8374
C -1.975 1.212 -7.630  -0.2767
O -2.174 2.616 -7.464  -0.4632
H -0.049 1.171 -6.665  0.2682
H -0.357 -0.222 -7.721  0.2197
H 0.034 1.356 -8.409  0.2748
H -2.506 0.722 -6.815  0.2882
H -2.430 0.895 -8.574  0.2674
H -1.720 3.060 -8.187  0.2587
C -4.581 0.308 4.178  -1.2064
C -3.222 -0.140 3.677  0.1747
O -3.338 -1.084 2.611  -0.5353
H -5.160 -0.549 4.521  0.3047
H -4.482 1.017 5.001  0.3606
H -5.148 0.786 3.377  0.3358
H -2.664 -0.634 4.473  0.2427
H -2.639 0.722 3.332  -0.0163
H -3.821 -0.658 1.897  0.3022
C 3.339 -1.535 -9.874  -1.0800
C 1.877 -1.131 -9.902  -0.1669
O 1.718 0.278 -9.752  -0.4834
H 3.802 -1.219 -8.939  0.2954
H 3.450 -2.616 -9.974  0.3223
H 3.887 -1.056 -10.688  0.3260
H 1.337 -1.596 -9.079  0.2525
H 1.409 -1.449 -10.840  0.2720
H 2.180 0.702 -10.480  0.2801

Forces on the atoms, in the same order (eV/Å):
C -0.2492 -0.0005 -0.3178
C -0.0129 0.3111 -0.0843
O -0.1185 -0.0825 -0.0028
C 0.1599 0.0092 0.2234
C -0.0939 -0.4466 -0.4904
C -0.1884 0.3187 0.4037
C 0.4312 -0.9142 -0.4665
C -0.0261 1.1554 -0.2659
N -0.0840 -0.2336 -0.0858
C -0.6327 -0.6353 -0.1501
N -0.3323 -0.2914 -0.1076
C 0.4633 0.1891 -0.4538
C -1.7640 0.5212 1.0657
O 1.7884 -0.4292 -1.0477
N -0.0082 -0.1347 0.2375
C 0.3076 -0.2469 1.0163
I -0.0956 0.1077 -0.4240
N 0.8031 1.0221 0.3842
C -0.2225 -0.0325 -0.9631
C -0.0967 -0.3109 -0.6002
O -0.1286 0.0971 0.3279
H 0.1096 0.1712 -0.1736
H -0.2182 -0.1859 0.0132
H 0.1195 0.2057 0.1499
H 0.0460 -0.2796 0.1767
H 0.2254 0.0114 0.2371
H -0.0117 -0.0019 -0.3853
H -0.0965 0.0505 0.0924
H 0.1895 0.1679 0.0178
H -0.1277 0.1457 0.1987
H 0.2536 -0.1930 0.0146
H -0.2519 -0.0035 -0.2188
H -0.0303 0.1928 0.2423
H -0.3405 0.3328 0.3084
H -0.0145 -0.4473 0.2281
H 0.3601 -0.1600 -0.0714
H 0.1147 0.0610 0.2698
H -0.4162 0.1128 0.1301
H 0.0735 -0.2265 -0.0919
H 0.0249 0.0437 0.0514
H 0.0985 -0.1247 0.5557
H -0.2906 0.1329 0.0029
H -0.1124 0.0755 -0.1789
H 0.2414 0.1351 0.3058
H 0.2354 -0.1972 -0.1155
C 0.0010 -0.0372 0.0324
C -0.3197 -0.0354 -0.0813
O 0.0898 0.0260 0.1718
H 0.0522 0.0073 0.0159
H -0.0205 0.0073 -0.0083
H 0.0215 0.0657 -0.0406
H 0.0259 -0.0606 -0.0498
H 0.0982 0.0833 0.0592
H 0.0483 -0.0293 -0.2383
C -0.0879 0.1105 0.3047
C 0.3279 0.0046 -0.0227
O -0.2140 -0.0187 0.1530
H -0.0339 0.0145 0.0082
H 0.0373 -0.0209 -0.0902
H -0.0131 -0.0133 -0.0989
H -0.0235 0.0836 0.0625
H -0.1068 -0.0576 -0.0366
H 0.0745 -0.0181 0.0035
C -0.1265 0.1411 0.1960
C 0.1993 0.1109 -0.1772
O -0.0550 -0.1907 0.0008
H -0.0488 -0.0559 0.0437
H 0.0233 0.0028 -0.0464
H 0.0180 -0.0941 -0.1006
H -0.0708 0.0887 0.0174
H -0.0276 -0.1200 0.0502
H 0.0227 0.0417 -0.0288
C -0.0169 -0.0779 0.0020
C -0.2305 0.1102 -0.2186
O 0.1012 -0.0591 0.2098
H 0.0289 -0.0091 0.0435
H -0.0076 0.0207 -0.0185
H 0.0358 0.0776 0.0160
H 0.0372 -0.0694 -0.0502
H 0.0340 0.0258 0.1147
H -0.0580 -0.0307 -0.0464
C 0.0012 0.0459 0.0675
C 0.1843 0.1527 -0.2120
O 0.0086 -0.1166 0.0382
H -0.0263 -0.0328 0.0300
H 0.0081 0.0053 -0.0255
H -0.0161 -0.0631 -0.0527
H -0.0606 0.0701 0.0208
H -0.0271 -0.1182 0.0507
H 0.0306 0.0399 -0.0271



No. 3
# C6H10N2O3P

A gas-phase ion, C6H10N2O3P (charge -1) in a non-equilibrium geometry (ωB97M-V with the def2-TZVPD basis set, the Open Molecules 2025 dataset).

Calculated values
Total charge: -1
Spin multiplicity: 1
Gap between HOMO and LUMO: 7.4095 eV
Lowest unoccupied orbital energy: 3.8 eV
Strongest force on any atom: 4.92 eV Å⁻¹
SMILES string: CP(O)[C@H]1CC(=O)C=C([O-])N1N

Last column: natural (NBO) charge in e.
CARTESIAN COORDINATES (ANGSTROEM)
C 2.127 0.374 0.690  -0.6009
C 1.509 1.515 0.240  0.4951
C 1.763 -0.958 0.235  0.6200
C 0.449 1.333 -0.962  -0.5143
C -0.294 -0.016 -0.645  -0.3398
C -2.164 1.403 0.910  -0.9558
N 0.729 -1.102 -0.734  -0.3490
N 0.189 -2.499 -0.803  -0.7265
O 1.659 2.663 0.674  -0.7094
O 2.349 -2.049 0.472  -0.7341
O -2.152 -1.288 0.541  -1.0084
P -1.108 -0.138 1.070  1.0546
H 2.678 0.392 1.633  0.2194
H -0.248 2.229 -1.007  0.2093
H 1.095 1.219 -1.822  0.2211
H -1.057 -0.305 -1.419  0.2105
H -2.361 1.903 1.861  0.2220
H -3.177 1.075 0.505  0.2241
H -1.625 1.975 0.237  0.2259
H 0.973 -2.955 -0.227  0.4032
H 0.307 -2.797 -1.716  0.3387
H -1.642 -1.973 0.266  0.4944

Forces on the atoms, in the same order (eV/Å):
C -0.1797 -2.5743 0.5790
C -1.8682 1.2024 -1.1396
C 1.0940 -0.8909 -1.1372
C -0.0350 -0.6414 2.0776
C 0.4768 -0.0823 -0.9684
C -2.2178 -2.4664 1.0537
N -0.8839 0.3383 0.0614
N 1.1483 1.8101 3.5146
O 0.2308 0.4535 0.1492
O -0.0979 1.0864 0.9247
O -3.5718 2.9335 1.6896
P 0.4461 1.0183 -0.5337
H 0.1877 0.1144 -0.5108
H 1.1693 -1.1368 -0.1035
H -0.2940 0.0462 -0.6915
H 0.3880 0.5931 0.7240
H 0.3218 -0.0088 -0.1460
H 1.2725 0.4932 0.1844
H 0.5542 1.5987 -1.1297
H -1.1050 0.4149 -0.7817
H 0.4262 -0.4782 -2.2113
H 2.5373 -3.8238 -1.6046